Record 1
Here is a cluster of 2 separate species, C2H8NO in total at a distorted geometry from the OMol25 dataset. Energies are from ωB97M-V/def2-TZVPD.

The geometry in XYZ format:
```
12
Properties=species:S:1:pos:R:3:forces:R:3
O 1.986 1.075 -0.506 0.37 0.13 -0.19
H 2.479 1.954 -0.603 0.10 -0.08 0.02
H 2.573 0.314 -0.810 0.18 0.17 -0.04
H 0.919 -1.069 0.758 -0.08 -0.07 -0.01
C -0.127 -0.962 1.090 0.65 0.01 0.52
C -0.774 0.051 0.231 -0.39 -1.42 1.07
N -1.608 -0.305 -0.673 0.60 0.80 -0.40
H -0.546 -1.967 1.136 -0.26 0.11 -0.41
H -0.027 -0.608 2.120 -0.16 0.18 -0.07
H -0.533 1.077 0.486 -0.43 0.29 -0.67
H -1.771 -1.296 -0.840 -0.26 0.02 -0.01
H -1.999 0.365 -1.335 -0.30 -0.14 0.19
```
Forces are in eV/Å.

Values from the calculation:
* E: -5718.129 eV
* ⟨S²⟩: 0.75
* total charge: +2
* 2S+1: 2
* strongest force on any atom: 1.83 eV Å⁻¹
* ΔE to the lowest compared entry with this formula, charge and spin: 2.444 eV
* molecular weight: 62.09 g/mol

---

Record 2
Here is the molecule C5H9OP at a distorted geometry from the OMol25 dataset. Energies are from ωB97M-V/def2-TZVPD.

The geometry in XYZ format:
```
16
Properties=species:S:1:pos:R:3:forces:R:3
C 1.138 1.388 0.091 1.75 -1.69 -0.86
C 1.362 0.265 -0.595 -2.30 1.22 -0.10
C -1.395 -1.395 -0.224 0.09 6.10 0.73
C -0.899 -0.953 -1.500 -0.48 0.30 -0.26
C 0.374 -0.266 -1.705 -0.62 3.05 2.97
O -0.687 -1.103 0.986 0.63 -1.05 0.86
P -0.817 0.235 1.971 -0.01 0.54 -2.17
H 1.861 1.765 0.753 1.02 0.16 0.98
H 0.326 2.007 0.037 -2.15 1.25 -0.70
H 2.234 -0.283 -0.346 0.71 -0.65 -0.16
H -2.318 -0.666 -0.150 0.92 -1.26 -0.77
H -1.754 -2.333 -0.277 -1.21 -3.43 0.33
H 0.297 0.474 -2.499 0.26 -0.44 -0.41
H 0.821 -1.139 -1.961 1.78 -3.05 -2.02
H -1.953 -0.059 2.701 -0.37 -0.70 0.93
H 0.233 -0.128 2.801 0.00 -0.36 0.66
```
Forces are in eV/Å.

Values from the calculation:
* E: -16661.012 eV
* strongest force on any atom: 6.14 eV Å⁻¹
* ΔE to the lowest compared entry with this formula, charge and spin: 5.878 eV
* molecular weight: 116.10 g/mol

---

Record 3
Here is a structure of composition C10H13ClSi at a distorted geometry from the OMol25 dataset. Energies are from ωB97M-V/def2-TZVPD.

The geometry in XYZ format:
```
25
Properties=species:S:1:pos:R:3:forces:R:3
C 3.833 0.574 0.596 0.03 -0.78 -0.87
C 2.947 0.388 1.646 -1.16 -0.27 0.39
C 3.473 0.039 -0.663 -0.27 0.53 1.26
C 1.701 -0.271 1.457 0.32 0.17 -0.14
C 2.249 -0.496 -0.848 -1.56 -0.45 0.60
C 1.311 -0.696 0.240 -0.65 -0.96 -4.78
C -1.817 1.206 1.179 2.01 1.10 0.70
C -2.878 0.649 0.349 -0.22 0.36 0.20
C -1.944 -0.233 1.008 4.35 -1.73 -4.56
C -1.133 -1.268 -2.039 2.54 -2.10 0.15
Si -0.455 -1.519 -0.269 -0.70 4.40 2.06
Cl -0.377 -3.348 0.540 -0.23 -1.13 0.12
H 4.806 1.048 0.572 -0.07 0.22 0.96
H 2.993 0.720 2.673 1.08 0.43 -0.06
H 3.998 0.040 -1.587 1.35 0.64 -0.12
H 0.933 -0.455 2.180 0.29 0.39 1.18
H 2.110 -0.651 -1.914 -1.04 -0.74 0.18
H -0.896 1.672 0.891 0.12 0.34 -1.25
H -2.051 1.661 2.089 -0.75 0.17 1.62
H -3.831 0.662 0.787 -1.45 0.38 -0.10
H -2.691 0.883 -0.642 -0.54 -0.07 -2.06
H -2.135 -0.725 1.834 -1.61 -2.70 3.71
H -0.685 -0.421 -2.464 0.04 2.21 0.03
H -0.740 -1.920 -2.846 -0.41 -0.70 0.82
H -2.180 -1.297 -2.036 -1.47 0.26 -0.05
```
Forces are in eV/Å.

Values from the calculation:
* E: -30979.034 eV
* strongest force on any atom: 6.54 eV Å⁻¹
* ΔE to the lowest compared entry with this formula, charge and spin: 3.694 eV
* molecular weight: 196.75 g/mol

---

Record 4
Here is a cluster of 2 separate species, C6H10N2O2 in total at a distorted geometry from the OMol25 dataset. Energies are from ωB97M-V/def2-TZVPD.

The geometry in XYZ format:
```
20
Properties=species:S:1:pos:R:3:forces:R:3
C -3.592 -1.458 -0.339 0.58 0.71 0.03
C -2.827 -0.605 0.057 -0.26 -1.31 -1.13
C -1.634 0.255 0.194 -0.23 -0.10 0.54
O -1.992 1.603 0.413 0.22 0.44 0.02
C -0.713 -0.267 1.322 -0.10 -0.15 -0.15
N 0.513 0.486 1.501 -0.05 0.05 0.13
C 1.466 0.380 0.415 0.05 -0.61 0.04
C 2.782 0.941 0.785 1.56 2.14 -1.01
N 3.736 1.617 0.756 -1.78 -1.71 0.54
H -4.213 -2.167 -0.860 0.05 0.29 0.57
H -1.100 0.254 -0.769 -0.19 -0.06 0.24
H -2.553 1.664 1.194 -0.04 -0.07 -0.02
H -1.283 -0.246 2.263 0.14 0.04 -0.19
H -0.468 -1.323 1.131 -0.03 0.25 0.01
H 0.308 1.460 1.701 0.02 -0.12 -0.05
H 1.626 -0.682 0.172 -0.15 0.20 0.14
H 1.158 0.870 -0.528 0.19 0.00 0.27
O 3.230 -1.129 -3.235 0.06 2.46 -0.49
H 2.469 -1.537 -2.805 -0.07 0.57 -0.12
H 3.086 -0.116 -3.369 0.00 -3.03 0.62
```
Forces are in eV/Å.

Values from the calculation:
* E: -13456.002 eV
* strongest force on any atom: 3.10 eV Å⁻¹
* ΔE to the lowest compared entry with this formula, charge and spin: 3.940 eV
* molecular weight: 142.16 g/mol

---

Record 5
Here is a structure of composition C2CuFLi2O2 at a distorted geometry from the OMol25 dataset. Energies are from ωB97M-V/def2-TZVPD.

The geometry in XYZ format:
```
8
Properties=species:S:1:pos:R:3:forces:R:3
C 0.456 -1.341 0.044 -0.81 0.37 0.16
O 1.720 -1.525 -0.113 0.68 0.03 0.09
Li 2.088 0.337 -0.050 -1.01 -0.36 -0.20
F 0.819 1.583 0.043 0.11 0.01 1.02
C -0.746 -1.086 0.130 1.37 0.38 0.12
O -1.809 -0.306 0.138 -0.70 1.08 0.19
Cu -1.848 1.368 -1.646 0.07 -0.62 0.72
Li -0.680 0.970 1.455 0.29 -0.88 -2.11
```
Forces are in eV/Å.

Values from the calculation:
* E: -53935.967 eV
* ⟨S²⟩: 0.76
* total charge: -1
* 2S+1: 2
* strongest force on any atom: 2.30 eV Å⁻¹
* ΔE to the lowest compared entry with this formula, charge and spin: 0.000 eV
* molecular weight: 152.45 g/mol

---

Record 6
Here is a structure of composition C13H23MnN3OSi2 from the OMol25 dataset. Energies are from ωB97M-V/def2-TZVPD.

The geometry in XYZ format:
```
43
Properties=species:S:1:pos:R:3:forces:R:3
Mn 0.139 0.266 -0.173 0.03 -0.16 0.09
C -1.445 1.002 3.253 -0.14 0.06 0.13
Si -0.205 -0.065 2.302 0.07 0.08 -0.21
C 1.288 -0.131 3.473 0.06 -0.03 0.22
C -0.941 -1.830 2.352 -0.11 -0.25 0.01
C -1.122 -2.442 3.604 0.05 0.04 -0.06
C -1.677 -3.702 3.738 -0.02 -0.04 -0.04
C -2.077 -4.396 2.601 0.01 0.02 0.07
C -1.911 -3.814 1.358 0.06 0.07 -0.05
C -1.346 -2.538 1.194 -0.03 -0.13 0.26
Si -1.197 -1.836 -0.580 0.19 0.14 -0.08
C -0.461 -3.257 -1.605 -0.11 -0.16 -0.08
C -2.976 -1.744 -1.217 -0.20 -0.01 -0.02
H -1.634 0.583 4.247 -0.01 0.03 -0.01
H -2.406 1.074 2.738 0.01 -0.01 -0.02
H -1.060 2.017 3.385 0.00 0.00 0.00
H 0.976 -0.409 4.485 0.06 0.02 0.00
H 1.773 0.847 3.534 -0.02 0.00 0.00
H 2.047 -0.852 3.156 -0.01 0.01 -0.03
H -0.822 -1.912 4.504 0.00 0.01 -0.01
H -1.803 -4.143 4.720 0.00 0.00 0.00
H -2.517 -5.382 2.690 0.00 0.00 0.00
H -2.232 -4.371 0.482 0.00 0.01 0.00
H -1.088 -4.153 -1.534 0.04 -0.01 -0.04
H 0.544 -3.535 -1.291 0.09 0.01 0.06
H -0.406 -2.977 -2.660 -0.02 0.01 0.01
H -3.469 -2.718 -1.132 -0.01 0.02 -0.01
H -2.992 -1.452 -2.271 0.00 0.00 0.00
H -3.575 -1.020 -0.660 0.01 0.01 0.01
C -2.182 4.025 -1.713 0.11 -0.14 0.05
C -1.314 2.922 -1.322 -0.07 0.05 -0.02
N -0.647 2.046 -1.008 -0.05 0.33 -0.17
H -2.039 4.860 -1.029 -0.01 0.01 -0.01
H -3.218 3.693 -1.671 -0.01 0.01 0.00
H -1.941 4.335 -2.727 -0.01 0.02 0.00
N 2.316 -2.068 0.529 -0.01 -0.05 0.03
C 2.847 -1.052 -0.171 0.00 0.14 0.08
N 4.182 -1.098 -0.420 -0.01 -0.01 0.00
O 2.182 -0.082 -0.576 0.08 -0.06 -0.10
H 2.898 -2.726 1.016 0.01 0.00 -0.02
H 1.353 -1.995 0.830 -0.08 -0.01 0.00
H 4.694 -1.955 -0.323 0.01 -0.01 -0.02
H 4.528 -0.410 -1.064 0.03 -0.01 -0.01
```
Forces are in eV/Å.

Values from the calculation:
* E: -67448.669 eV
* ⟨S²⟩: 8.77
* 2S+1: 6
* strongest force on any atom: 0.37 eV Å⁻¹
* ΔE to the lowest compared entry with this formula, charge and spin: 0.000 eV
* molecular weight: 348.46 g/mol

---

Record 7
Here is the molecule C4H5NS3 at a distorted geometry from the OMol25 dataset. Energies are from ωB97M-V/def2-TZVPD.

The geometry in XYZ format:
```
13
Properties=species:S:1:pos:R:3:forces:R:3
C 2.576 -1.553 0.026 2.69 -0.63 1.18
C -0.073 -0.602 0.311 0.08 0.98 -2.22
C -2.028 0.908 0.198 1.03 -0.37 -0.62
C -0.896 1.374 -0.770 -1.56 -0.08 2.01
H 2.422 -1.660 1.111 -0.49 -0.34 -0.44
H -3.026 0.837 -0.297 0.72 0.29 1.21
H -1.796 0.946 1.274 -0.96 0.45 -0.50
H -0.055 1.915 -0.319 -0.36 -0.35 -0.36
H -1.342 1.696 -1.668 0.32 0.32 -1.25
N -1.121 -0.028 -0.427 1.84 -0.15 -0.38
S 4.066 -2.154 -0.498 -2.51 1.05 0.16
S 1.467 -0.483 -0.691 -0.68 -0.11 -0.93
S -0.194 -1.195 1.751 -0.12 -1.07 2.15
```
Forces are in eV/Å.

Values from the calculation:
* E: -38222.023 eV
* strongest force on any atom: 3.00 eV Å⁻¹
* ΔE to the lowest compared entry with this formula, charge and spin: 2.710 eV
* molecular weight: 163.29 g/mol